# 1
An isolated molecule of C4H9N, computed with ωB97M-V/def2-TZVPD.

ORCA input file:
```
! RIJCOSX wB97M-V def2-TZVPD def2/J DEFGRID3
* xyz 0 1
C -1.9166 -0.1107 0.0585
C -0.6059 0.6188 0.1642
C 0.5755 0.0010 0.1851
C 1.8194 0.6643 -0.3483
N 0.7158 -1.4328 0.4289
H -2.7343 0.3889 0.5767
H -2.1819 -0.3561 -0.9705
H -1.8423 -1.0444 0.6136
H -0.5505 1.6920 0.0203
H 2.7147 0.3674 0.1950
H 1.6147 1.7357 -0.4052
H 1.9171 0.3931 -1.4014
H 0.1456 -1.2592 -0.4501
H 0.3286 -1.6581 1.3331
*
```

Energy relative to the best compared isomer or geometry (same formula, charge and spin) (kJ/mol): 210.0
M (g mol⁻¹): 71.1
DFT total energy (Eh): -212.47118
Gap between HOMO and LUMO (eV): 9.7407
E_HOMO (hartree): -0.322
SMILES: C/C=C(/C)N

---

# 2
An isolated ion of composition C3H7IN and charge +1, computed with ωB97M-V/def2-TZVPD.

ORCA input file:
```
! RIJCOSX wB97M-V def2-TZVPD def2/J DEFGRID3
* xyz 1 1
C 0.3631 -0.8358 -0.7702
C 0.7455 -1.3307 0.4853
C -0.6504 0.3957 -0.6954
N -0.1307 1.5014 0.2732
I -2.7003 0.0142 -0.1355
H 1.0792 -0.5877 -1.5228
H -0.2285 -1.4687 -1.2811
H -0.0446 -1.8767 1.1342
H 1.6315 -0.9588 1.1598
H 0.8012 1.5498 -0.0208
H -0.3586 1.2163 1.2811
H -0.5075 2.3810 0.0922
*
```

Energy relative to the best compared isomer or geometry (same formula, charge and spin) (kJ/mol): 470.3
M (g mol⁻¹): 184.0
DFT total energy (Eh): -470.52417
Gap between HOMO and LUMO (spin up / spin down) (eV): 7.2404 / 8.7142
E_HOMO (spin up / spin down) (hartree): -0.483 / -0.499

---

# 3
C33H39CrN5P2 as an isolated structure, computed with ωB97M-V/def2-TZVPD.

ORCA input file:
```
! RIJCOSX wB97M-V def2-TZVPD def2/J DEFGRID3
* xyz 3 4
Cr -0.7425 0.4030 -0.8754
C 0.5856 3.1341 2.3210
C -0.3606 4.1374 2.2404
C -1.3617 4.0416 1.2800
C -1.3838 2.9544 0.4372
N -0.4558 1.9629 0.5138
C 0.5021 2.0684 1.4449
C -2.4229 2.7599 -0.6038
C -3.4075 3.6626 -0.9489
C -4.2896 3.3209 -1.9659
C -4.1719 2.1023 -2.6245
C -3.1659 1.2441 -2.2365
N -2.3295 1.5797 -1.2385
C -2.8558 -0.0746 -2.8422
C -3.6362 -0.6705 -3.8066
C -3.2512 -1.9004 -4.3273
C -2.0918 -2.4945 -3.8638
C -1.3597 -1.8450 -2.8892
N -1.7209 -0.6607 -2.3733
H 1.3805 3.1639 3.0532
H -0.3300 4.9842 2.9140
H -2.1186 4.8092 1.2052
H 1.2248 1.2671 1.4922
H -3.4912 4.6183 -0.4526
H -5.0682 4.0145 -2.2562
H -4.8473 1.8486 -3.4288
H -4.5406 -0.1913 -4.1541
H -3.8525 -2.3828 -5.0873
H -1.7531 -3.4480 -4.2450
H -0.4529 -2.2801 -2.5052
C 1.9840 -1.8882 -2.1217
P 1.5635 -0.3735 -1.2034
C 2.0567 -0.8165 0.5010
N 3.3256 -0.8231 0.8258
C 3.6408 -1.2337 2.0803
C 4.9969 -1.2620 2.4792
C 5.3071 -1.6824 3.7376
C 4.2926 -2.0847 4.6501
C 2.9775 -2.0642 4.2957
C 2.6255 -1.6396 2.9940
N 1.3197 -1.6364 2.6270
C 1.0451 -1.2403 1.4113
P -0.6873 -1.3265 0.8267
C -0.8437 -3.0234 0.1968
C -1.9790 -1.1763 2.1533
C -3.3266 -1.2837 1.4159
C -1.8800 0.1746 2.8641
C -1.8415 -2.3100 3.1759
C 2.5614 0.9653 -2.0296
C 2.1186 0.9264 -3.5038
C 4.0674 0.7205 -1.9198
C 2.2158 2.3321 -1.4371
H 3.0726 -1.9608 -2.1148
H 1.6341 -1.8585 -3.1505
H 1.5930 -2.7724 -1.6223
H 5.7570 -0.9544 1.7742
H 6.3412 -1.7144 4.0541
H 4.5770 -2.4152 5.6403
H 2.1967 -2.3715 4.9777
H -0.7496 -3.6874 1.0573
H -0.0389 -3.2600 -0.4937
H -1.8037 -3.1916 -0.2864
H -3.4124 -0.5776 0.5817
H -4.1227 -1.0416 2.1219
H -3.5191 -2.2898 1.0456
H -2.0876 1.0100 2.1967
H -0.9070 0.3194 3.3384
H -2.6328 0.1972 3.6536
H -1.9845 -3.2952 2.7326
H -2.6395 -2.1733 3.9092
H -0.8850 -2.2903 3.6952
H 2.4960 0.0508 -4.0293
H 2.5245 1.8056 -4.0064
H 1.0287 0.9616 -3.6251
H 4.3736 -0.2373 -2.3401
H 4.4228 0.7732 -0.8924
H 4.5655 1.5005 -2.5008
H 1.1584 2.5891 -1.5562
H 2.7846 3.0933 -1.9739
H 2.4852 2.4072 -0.3828
*
```

M (g mol⁻¹): 619.7
Expectation value of S²: 3.897
DFT total energy (Eh): -3281.07117
Gap between HOMO and LUMO (spin up / spin down) (eV): 5.9476 / 6.7903
E_HOMO (spin up / spin down) (hartree): -0.604 / -0.604

---

# 4
A 7-piece molecular cluster, C31H60N3O13S6 overall, computed with ωB97M-V/def2-TZVPD.

ORCA input file:
```
! RIJCOSX wB97M-V def2-TZVPD def2/J DEFGRID3
* xyz 1 1
N 3.9276 4.0100 3.4691
C 2.4809 3.8764 3.4089
C 2.1023 2.4100 3.4821
O 2.3001 1.7465 2.2366
C 0.6991 2.1126 4.0202
C -0.4282 2.9270 3.4967
C -1.4625 3.4357 4.2819
C -2.4913 4.0810 3.6533
C -2.4443 4.2435 2.2618
N -1.4785 3.7794 1.5247
N -0.5167 3.1309 2.1926
H 4.3793 3.5551 2.6882
H 4.2114 4.9778 3.4950
H 2.0640 4.4033 4.2657
H 2.0491 4.3216 2.5004
H 2.7925 1.9567 4.1909
H 2.4112 2.3844 1.5239
H 0.4716 1.0770 3.7505
H 0.6956 2.1579 5.1046
H -1.4498 3.2746 5.3471
H -3.3477 4.4588 4.1887
H -3.2460 4.7391 1.7392
H 0.1958 2.7207 1.5993
C -1.7305 0.4574 0.4904
C -0.5665 0.4578 -0.5045
C -1.0057 -0.3666 -1.7151
S -2.7936 -0.2051 -1.8058
O -3.3957 -1.4912 -1.5813
O -3.1764 0.5882 -2.9519
C -2.9799 0.7823 -0.3225
H -1.5875 1.1805 1.2901
H -1.8234 -0.5230 0.9552
H -0.3432 1.4809 -0.8263
H 0.3415 0.0440 -0.0638
H -0.5534 0.0029 -2.6301
H -0.7842 -1.4248 -1.5851
H -3.9108 0.5117 0.1705
H -3.0036 1.8311 -0.6230
C -7.4225 2.5877 -1.8761
C -6.8032 3.8553 -2.4816
C -6.4724 4.8031 -1.3204
S -6.1662 3.7476 0.1013
O -7.1641 3.9957 1.1071
O -4.7631 3.8119 0.4711
C -6.5145 2.1954 -0.7152
H -7.4938 1.7838 -2.6055
H -8.4280 2.7985 -1.5073
H -5.8895 3.5935 -3.0180
H -7.4752 4.3340 -3.1908
H -5.5860 5.4058 -1.4999
H -7.3108 5.4458 -1.0603
H -6.9702 1.5183 0.0036
H -5.5681 1.7898 -1.0723
C -2.0571 1.7840 -6.7492
C -0.8328 2.0373 -7.6410
C 0.4126 1.8925 -6.7570
S -0.0435 0.7412 -5.4508
O -0.0166 1.4445 -4.1858
O 0.6811 -0.4971 -5.6006
C -1.7429 0.5231 -5.9515
H -2.9658 1.6616 -7.3352
H -2.2073 2.6245 -6.0682
H -0.8049 1.2957 -8.4406
H -0.8645 3.0203 -8.1071
H 1.2666 1.4831 -7.2903
H 0.6867 2.8303 -6.2779
H -2.3562 0.3928 -5.0621
H -1.7793 -0.3688 -6.5765
C 2.4375 -1.6469 3.5676
C 2.1546 -2.9539 4.3208
C 0.6544 -3.2492 4.1893
S 0.1469 -2.5143 2.6304
O -0.8011 -1.4510 2.8958
O -0.1864 -3.5424 1.6812
C 1.7318 -1.7826 2.2219
H 3.5040 -1.4768 3.4360
H 2.0271 -0.7992 4.1245
H 2.7297 -3.7601 3.8678
H 2.4488 -2.8942 5.3666
H 0.4298 -4.3122 4.1476
H 0.0681 -2.7832 4.9787
H 1.5712 -0.8405 1.7021
H 2.2514 -2.4809 1.5669
C 2.0395 -7.6775 2.3336
C 2.1573 -8.2982 3.7332
C 3.6367 -8.2412 4.1359
S 4.3320 -6.8184 3.2804
O 5.3088 -7.2787 2.3311
O 4.6528 -5.7796 4.2293
C 2.8392 -6.3809 2.3854
H 1.0036 -7.4915 2.0555
H 2.4717 -8.3488 1.5896
H 1.5579 -7.7227 4.4417
H 1.7900 -9.3225 3.7513
H 3.7849 -8.1028 5.2034
H 4.1856 -9.1164 3.7954
H 3.1180 -5.9890 1.4100
H 2.3171 -5.6204 2.9631
C 4.8669 0.3603 -3.7822
C 3.3512 0.3087 -4.0180
C 2.7922 -0.8538 -3.1930
S 3.8782 -1.0166 -1.7726
O 4.5309 -2.2975 -1.8175
O 3.1810 -0.5966 -0.5756
C 5.0475 0.2490 -2.2687
H 5.3099 1.2786 -4.1639
H 5.3527 -0.4798 -4.2816
H 2.8882 1.2362 -3.6724
H 3.0947 0.1837 -5.0670
H 1.7869 -0.6591 -2.8290
H 2.8085 -1.7959 -3.7361
H 6.0434 -0.0497 -1.9509
H 4.7540 1.1710 -1.7674
*
```

M (g mol⁻¹): 875.2
DFT total energy (Eh): -4748.43428
Gap between HOMO and LUMO (eV): 7.3066
E_HOMO (hartree): -0.429